{
  "formula": "C20H18FNO3",
  "method": "ωB97M-V/def2-TZVPD",
  "homo_energy_ha": -0.30158,
  "smiles": "COc1ccccc1NC(=O)C[C@H](c1ccc(F)cc1)c1ccco1",
  "e_tot_ev": -31381.97900,
  "symbols": ["C", "O", "C", "C", "C", "C", "C", "C", "N", "C", "O", "C", "C", "C", "C", "C", "C", "F", "C", "C", "C", "C", "C", "C", "O", "H", "H", "H", "H", "H", "H", "H", "H", "H", "H", "H", "H", "H", "H", "H", "H", "H", "H"],
  "positions_angstrom": [[-3.102, -3.536, -0.806], [-2.568, -2.353, -0.264], [-3.405, -1.271, -0.110], [-4.740, -1.244, -0.470], [-5.490, -0.094, -0.272], [-4.911, 1.029, 0.284], [-3.575, 1.016, 0.650], [-2.814, -0.126, 0.459], [-1.462, -0.223, 0.795], [-0.656, 0.696, 1.389], [-1.010, 1.785, 1.779], [0.786, 0.214, 1.500], [1.455, 0.253, 0.109], [2.866, -0.283, 0.123], [3.781, 0.084, 1.103], [5.075, -0.403, 1.085], [5.451, -1.264, 0.072], [6.711, -1.746, 0.050], [4.567, -1.647, -0.919], [3.276, -1.150, -0.883], [1.420, 1.654, -0.428], [2.249, 2.724, -0.277], [1.647, 3.792, -0.987], [0.500, 3.290, -1.514], [0.356, 1.996, -1.185], [-3.466, -3.381, -1.826], [-3.911, -3.932, -0.185], [-2.279, -4.250, -0.823], [-5.211, -2.111, -0.906], [-6.532, -0.088, -0.557], [-5.496, 1.923, 0.436], [-3.112, 1.885, 1.085], [-1.061, -1.118, 0.546], [0.825, -0.802, 1.898], [1.303, 0.888, 2.182], [0.858, -0.359, -0.577], [3.488, 0.758, 1.892], [5.790, -0.123, 1.843], [4.889, -2.320, -1.698], [2.579, -1.442, -1.654], [3.174, 2.754, 0.262], [2.022, 4.790, -1.085], [-0.269, 3.731, -2.116]],
  "atomic_forces_ev_per_a": [[-0.065, -0.257, -0.107], [-0.008, 0.573, 0.194], [0.041, 0.061, 0.039], [0.157, -0.215, -0.034], [-0.071, 0.139, 0.030], [-0.144, -0.122, -0.086], [0.095, 0.056, 0.041], [-0.164, -0.035, -0.064], [-0.124, -0.575, -0.252], [0.463, -0.193, 0.281], [-0.114, 0.238, 0.045], [-0.095, 0.082, -0.153], [-0.114, 0.225, 0.015], [-0.084, -0.094, -0.053], [-0.095, -0.090, -0.105], [0.215, -0.123, -0.097], [-0.127, 0.056, -0.002], [-0.091, 0.037, 0.007], [0.228, -0.019, 0.088], [0.022, 0.066, 0.117], [0.709, 0.084, 0.212], [-0.258, -0.559, -0.018], [-0.518, -0.042, -0.251], [0.400, 0.810, -0.012], [-0.288, -0.405, -0.001], [0.003, 0.007, 0.052], [0.025, 0.035, -0.030], [-0.100, 0.012, -0.025], [0.008, -0.099, -0.035], [-0.087, 0.001, -0.024], [-0.046, 0.085, 0.019], [0.037, 0.013, 0.019], [0.068, 0.171, 0.106], [0.000, -0.030, 0.032], [-0.070, -0.044, -0.008], [0.113, 0.025, 0.050], [-0.034, 0.083, 0.124], [0.089, 0.012, 0.066], [0.057, -0.072, -0.065], [-0.088, -0.018, -0.074], [0.198, -0.072, 0.118], [0.008, 0.227, -0.072], [-0.150, -0.034, -0.089]]
}